1.
Formula: C20H10Br3MgNO4S4
Source: the Open Molecules 2025 dataset
Level of theory: ωB97M-V/def2-TZVPD

Last column: Mulliken charge in e.
CARTESIAN COORDINATES (ANGSTROEM)
Mg  -0.13  0.05  0.17  1.11
O  -6.43  2.22  -1.73  -0.67
C  -5.29  1.90  -1.46  0.59
S  -4.33  0.75  -2.39  -0.21
C  -2.81  0.92  -1.52  0.31
C  -2.80  1.83  -0.52  -0.06
S  -1.43  2.22  0.52  -0.54
S  -4.30  2.70  -0.25  -0.21
S  -1.47  -0.10  -2.02  -0.52
C  -2.84  -0.71  2.16  -1.23
C  -2.02  -1.91  1.81  0.72
C  -2.38  -3.20  2.26  -0.88
C  -1.64  -4.28  1.90  -0.84
C  -0.52  -4.13  1.05  1.05
C  0.30  -5.19  0.60  -0.11
Br  -0.05  -6.99  1.13  -0.31
C  1.35  -4.94  -0.23  -0.39
C  1.65  -3.63  -0.65  -0.45
Br  3.13  -3.38  -1.81  -0.22
C  0.90  -2.51  -0.26  0.63
O  1.14  -1.32  -0.62  -0.49
C  -0.22  -2.82  0.64  0.21
N  -0.98  -1.74  1.04  0.00
H  -3.62  -0.97  2.88  0.40
H  -3.31  -0.29  1.27  0.11
H  -2.22  0.09  2.57  0.29
H  -3.25  -3.31  2.90  0.38
H  -1.91  -5.28  2.24  0.28
H  1.98  -5.75  -0.57  0.39
Br  4.58  5.07  -2.26  -0.27
C  3.83  3.85  -1.00  0.32
C  2.78  3.04  -1.39  -1.16
C  2.24  2.16  -0.46  0.35
C  2.73  2.08  0.84  0.37
C  3.79  2.91  1.19  -0.42
C  4.35  3.80  0.28  -0.50
C  2.16  1.14  1.91  0.17
O  2.76  1.11  2.98  -0.78
O  1.12  0.49  1.60  -0.93
H  2.37  3.09  -2.39  0.43
H  1.42  1.53  -0.78  0.25
H  4.17  2.83  2.20  0.44
H  5.17  4.44  0.56  0.39

electronic energy = -10639.0911 a.u.
net charge = -2

2.
Formula: C20H11Br2F5OS3Y
Source: the Open Molecules 2025 dataset
Level of theory: ωB97M-V/def2-TZVPD

Last column: Mulliken charge in e.
CARTESIAN COORDINATES (ANGSTROEM)
Y  1.36  -1.73  0.05  0.77
Br  4.36  -2.42  -0.04  -0.08
C  4.27  -1.66  1.74  -0.42
Br  2.71  -2.34  2.66  -0.02
H  4.17  -0.59  1.65  0.26
H  5.15  -1.98  2.28  0.40
O  1.82  0.29  0.38  -0.55
C  0.76  1.12  -0.01  2.47
C  0.95  2.53  0.50  -0.63
C  2.15  3.11  0.78  -0.62
C  2.01  4.47  1.19  -0.68
C  0.72  4.88  1.18  -0.51
S  -0.35  3.63  0.72  0.01
C  -0.54  0.49  0.55  -0.28
C  -0.55  -0.22  1.68  -1.20
C  -1.82  -0.93  1.97  -0.48
C  -2.91  -0.46  0.97  -0.41
S  -2.08  0.54  -0.30  -0.18
C  0.70  1.10  -1.54  -0.20
C  -0.11  1.69  -2.44  -0.02
C  0.04  1.16  -3.77  -0.86
C  0.97  0.18  -3.85  -0.58
S  1.73  -0.06  -2.32  -0.12
H  3.09  2.59  0.70  0.44
H  2.84  5.11  1.46  0.42
H  0.32  5.85  1.44  0.47
H  0.30  -0.26  2.35  0.66
H  -2.13  -0.92  3.01  0.64
H  -3.78  0.08  1.35  0.69
H  -0.82  2.47  -2.19  0.61
H  -0.51  1.51  -4.62  0.45
H  1.31  -0.36  -4.72  0.51
F  -2.09  -3.34  2.30  -0.44
C  -1.92  -2.36  1.37  1.31
C  -0.77  -2.68  0.45  -1.36
C  -1.07  -2.81  -0.82  0.89
F  0.05  -2.90  -1.70  -0.45
C  -2.35  -2.76  -1.51  0.18
F  -2.41  -3.09  -2.79  -0.31
C  -3.40  -2.38  -0.79  0.08
F  -4.62  -2.30  -1.31  -0.30
C  -3.24  -1.94  0.63  0.82
F  -4.35  -2.31  1.35  -0.39

electronic energy = -7723.9571 a.u.
relative energy (zero: lowest compared OMol25 entry of this formula, charge and spin) = 10.64 kcal/mol
net charge = +1

3.
Formula: C20H11ClF3NO3S2
Source: the Open Molecules 2025 dataset
Level of theory: ωB97M-V/def2-TZVPD

Last column: Mulliken charge in e.
CARTESIAN COORDINATES (ANGSTROEM)
O  -3.39  -3.13  2.12  -0.70
O  -1.32  -4.15  2.60  -0.63
F  2.21  1.61  -6.85  -0.26
F  0.37  0.34  -7.11  -0.24
F  0.24  2.60  -7.14  -0.26
Cl  2.58  -0.19  -2.00  -0.21
N  0.18  -2.22  4.45  -0.20
O  -2.12  -2.21  4.17  -0.36
S  -1.13  -3.24  6.43  -0.15
C  -1.04  -2.57  4.85  0.49
C  1.11  -2.61  5.37  -0.66
C  0.62  -3.17  6.51  -0.12
C  -0.43  2.30  -3.04  -0.39
C  -0.34  2.30  -4.43  -0.99
C  1.52  0.73  -4.30  -0.87
C  0.63  2.85  1.24  -0.85
C  -1.25  -1.70  0.16  -1.11
C  0.80  2.69  -0.15  -0.62
C  1.41  0.76  -2.90  0.95
C  0.44  1.52  -2.25  0.24
C  0.65  1.51  -5.06  0.19
C  -1.32  -1.55  1.56  0.14
C  0.06  1.83  2.01  -0.99
C  -0.88  -0.36  2.16  0.01
C  -0.66  -0.70  -0.60  -1.11
C  0.30  1.56  -0.79  0.27
C  -0.35  0.64  1.39  0.47
C  -0.25  0.51  0.01  0.84
C  0.85  1.52  -6.56  0.86
S  -2.02  -2.85  2.63  1.46
H  2.18  -2.51  5.17  0.35
H  1.21  -3.59  7.31  0.40
H  -1.18  2.86  -2.53  0.55
H  -0.98  2.93  -5.03  0.43
H  2.39  0.18  -4.73  0.40
H  0.92  3.75  1.75  0.41
H  -1.64  -2.61  -0.31  0.38
H  1.26  3.48  -0.74  0.50
H  -0.02  2.00  3.07  0.44
H  -0.98  -0.19  3.23  0.45
H  -0.65  -0.88  -1.66  0.49

electronic energy = -2605.3595 a.u.
relative energy (zero: lowest compared OMol25 entry of this formula, charge and spin) = 0.00 kcal/mol
net charge = 0

4.
Formula: C20H11F2N5Pt
Source: the Open Molecules 2025 dataset
Level of theory: ωB97M-V/def2-TZVPD

Last column: Mulliken charge in e.
CARTESIAN COORDINATES (ANGSTROEM)
Pt  -0.21  0.20  0.57  0.81
F  -3.16  -3.98  -1.11  -0.26
C  -1.98  -3.39  -1.14  0.14
C  -1.80  -2.19  -0.44  -0.57
C  -0.57  -1.56  -0.49  -0.02
C  0.52  -2.09  -1.23  0.00
C  0.28  -3.29  -1.92  0.31
F  1.24  -3.86  -2.63  -0.27
C  -0.94  -3.95  -1.88  -0.55
C  1.79  -1.36  -1.22  1.27
C  2.96  -1.76  -1.89  -0.71
C  4.10  -0.97  -1.81  -0.39
C  4.07  0.21  -1.08  -0.80
C  2.88  0.55  -0.44  -0.09
N  1.81  -0.21  -0.52  -0.27
H  -2.65  -1.81  0.12  0.52
H  -1.08  -4.89  -2.39  0.52
H  2.99  -2.67  -2.46  0.52
H  5.00  -1.28  -2.33  0.48
H  4.94  0.84  -1.00  0.43
H  2.82  1.44  0.16  0.45
C  -2.28  4.29  -1.30  -0.14
C  -0.92  4.29  -1.03  -0.70
C  -0.33  3.13  -0.56  0.11
N  -1.04  2.02  -0.36  -0.27
C  -2.34  2.00  -0.62  0.13
C  -3.01  3.12  -1.09  -0.70
H  -2.77  5.18  -1.66  0.43
H  -0.32  5.18  -1.18  0.41
H  0.73  3.10  -0.33  0.30
H  -2.87  1.07  -0.46  0.36
H  -4.06  3.08  -1.30  0.41
N  0.09  0.38  2.61  -0.51
C  -0.19  0.13  3.71  0.51
C  -0.52  -0.08  5.02  0.46
C  -1.27  0.91  5.68  0.00
N  -1.91  1.74  6.16  -0.17
C  -0.15  -1.27  5.66  -0.01
N  0.18  -2.25  6.16  -0.16

electronic energy = -1360.7524 a.u.
net charge = +2